(1)
Entry from OMol25: C24H66AsF6N6O6 as an isolated structure in a non-equilibrium geometry (ωB97M-V/def2-TZVPD).

```
! wB97M-V def2-TZVPD RIJCOSX def2/J DEFGRID3
* xyz -1 1
As -15.5994 -35.1773 3.9946
F -14.4375 -34.0635 3.2455
F -14.2195 -35.8954 4.8594
F -16.6305 -36.2370 4.9510
F -16.9971 -34.5539 3.1508
F -15.5503 -36.4461 2.8020
F -15.7671 -34.0223 5.3010
C -15.5962 -31.9385 -0.0648
C -16.6155 -33.0415 -0.3632
C -16.1091 -34.4859 -0.2419
O -17.0722 -35.3848 -0.7596
C -16.5259 -36.6748 -0.7392
N -17.7623 -32.8244 0.5347
H -14.7382 -31.9671 -0.7493
H -15.2597 -31.8204 0.9635
H -16.0808 -30.9893 -0.3185
H -16.8872 -33.0452 -1.4237
H -15.8248 -34.7054 0.7987
H -15.2527 -34.6267 -0.9213
H -17.3384 -37.3735 -0.9346
H -15.9458 -36.9759 0.1406
H -15.7866 -36.8300 -1.5438
H -17.5059 -33.0825 1.4817
H -17.9762 -31.8363 0.5769
C -11.6043 -32.4980 8.5133
C -11.7982 -31.4213 7.4665
C -11.9452 -32.0807 6.1090
O -10.6945 -32.5630 5.6513
C -10.9012 -33.6284 4.7459
N -12.8998 -30.4850 7.8049
H -10.6716 -33.0484 8.3580
H -12.4446 -33.1997 8.5390
H -11.4968 -32.1897 9.5604
H -10.9027 -30.7933 7.5101
H -12.3470 -31.3940 5.3539
H -12.7448 -32.8277 6.1908
H -11.8345 -33.5877 4.1743
H -10.8358 -34.5851 5.2659
H -10.1671 -33.6142 3.9345
H -12.9550 -30.4442 8.8182
H -13.7682 -30.9647 7.5581
C -11.0544 -40.4295 4.2963
C -11.7061 -39.0928 4.0431
C -13.1950 -39.2901 3.7292
O -13.7894 -39.7168 4.9256
C -15.2039 -39.6569 4.8502
N -11.5127 -38.1229 5.1556
H -9.9603 -40.3856 4.3592
H -11.1355 -41.0620 3.4042
H -11.3844 -41.0192 5.1502
H -11.1205 -38.5390 3.2995
H -13.2935 -39.9703 2.8695
H -13.6274 -38.3591 3.3372
H -15.6416 -40.2478 4.0445
H -15.4316 -38.5911 4.7409
H -15.6874 -39.8795 5.8017
H -12.0036 -37.2617 4.9262
H -12.0701 -38.5130 5.9176
C -12.3750 -36.2130 -0.7673
C -12.0552 -35.6566 0.6208
C -10.5492 -35.4245 0.7753
O -9.8653 -36.6280 0.4987
C -8.4816 -36.4304 0.4897
N -12.7846 -34.4035 0.8249
H -13.4376 -36.0801 -0.9751
H -12.0460 -37.2491 -0.8018
H -11.8915 -35.6133 -1.5424
H -12.3361 -36.3819 1.3947
H -10.4147 -35.1037 1.8149
H -10.2478 -34.6376 0.0765
H -8.1745 -35.8826 -0.4159
H -7.9395 -37.3734 0.4066
H -8.1207 -35.8679 1.3567
H -13.7449 -34.6027 1.0686
H -12.4667 -33.9343 1.6704
C -21.6832 -35.0571 6.4571
C -21.3439 -33.8044 7.2982
C -21.0134 -32.5891 6.4757
O -20.2379 -32.7764 5.3416
C -18.8387 -32.8106 5.5661
N -22.4628 -33.4726 8.2016
H -20.9098 -35.2508 5.7096
H -22.5626 -34.8591 5.8332
H -21.7837 -35.9265 7.1023
H -20.5686 -34.2125 7.9579
H -20.6498 -31.7672 7.1115
H -21.9812 -32.1597 6.1738
H -18.5169 -32.0890 6.3196
H -18.1717 -32.8067 4.7081
H -18.6471 -33.8050 5.9920
H -22.5594 -34.1950 8.9046
H -23.3018 -33.5380 7.6275
C -19.9676 -37.1970 3.2997
C -20.3537 -36.4183 2.0169
C -20.7570 -35.0176 2.4669
O -20.8215 -34.1557 1.3259
C -21.5365 -32.9712 1.5926
N -19.2475 -36.4286 1.0540
H -20.8578 -37.1378 3.9396
H -19.1632 -36.6411 3.7829
H -19.6612 -38.2346 3.1864
H -21.2653 -36.8863 1.6329
H -19.9622 -34.5585 3.0583
H -21.7387 -35.0522 2.9430
H -21.0869 -32.4578 2.4546
H -22.5628 -33.2661 1.8342
H -21.4238 -32.2176 0.8148
H -18.4082 -36.2311 1.6037
H -19.0806 -37.4207 0.8772
*
```

The value obtained for the largest force on an atom is 2.4 eV/A. As for the highest occupied orbital energy: -6.3 eV. The molecular weight is 723.74 g/mol. The value obtained for the calculated total energy is -124329.54384 eV.

---

(2)
Entry from OMol25: C24H66F2N7O10PbS2 as an isolated structure in a non-equilibrium geometry (ωB97M-V/def2-TZVPD).

```
! wB97M-V def2-TZVPD RIJCOSX def2/J DEFGRID3
* xyz 1 1
Pb -1.5023 11.3267 10.4111
N -2.4017 10.5795 12.5110
S -1.8612 10.5990 13.9947
O -1.0359 9.5040 14.3497
O -2.6282 11.2656 15.0132
F -0.8415 11.8499 13.7289
S -3.4756 9.3292 12.7495
O -4.2956 9.2808 13.9182
O -2.9574 8.0717 12.2763
F -4.4219 9.7489 11.5486
C 1.6595 11.6175 16.0339
C 2.8532 12.5280 15.6884
C 2.6888 13.9478 16.2146
O 1.4268 14.4998 15.8050
C 1.3851 14.8645 14.4433
N 4.0788 11.8919 16.2021
H 0.7789 12.2738 16.0145
H 1.5920 11.3850 17.1019
H 1.5236 10.7071 15.4550
H 2.9745 12.5652 14.6017
H 3.5098 14.5539 15.8133
H 2.6897 14.1666 17.2822
H 0.4550 15.4036 14.2443
H 1.4244 13.9766 13.8114
H 2.1150 15.6521 14.2285
H 4.2063 12.1110 17.1869
H 3.8996 10.8952 16.2362
C -9.3530 9.4334 10.8947
C -8.3338 10.5689 11.0813
C -7.9228 10.8039 12.5431
O -9.0080 11.2018 13.3195
C -8.6529 11.8666 14.5253
N -7.2216 10.5142 10.1513
H -9.8904 9.3967 9.9464
H -10.1782 9.5751 11.5945
H -8.8408 8.4810 11.0532
H -8.9484 11.4366 10.8077
H -7.0526 11.4873 12.5056
H -7.3710 9.9613 12.9965
H -8.1036 11.2107 15.2058
H -9.6238 12.0910 14.9621
H -8.0784 12.7792 14.3513
H -6.5379 11.1658 10.5399
H -6.7535 9.6176 10.2993
C -2.6141 4.1480 12.0034
C -3.4313 4.6790 10.8152
C -4.8424 4.9509 11.3098
O -5.5654 5.8940 10.5360
C -6.2437 5.3690 9.4418
N -2.7776 5.9524 10.4509
H -2.8547 4.7511 12.8833
H -1.5248 4.1783 11.9712
H -2.8851 3.1169 12.2408
H -3.4968 4.0653 9.9145
H -4.7811 5.4564 12.2795
H -5.4770 4.0734 11.4806
H -6.9511 4.5721 9.7338
H -5.6296 4.8123 8.7214
H -6.9029 6.0590 8.9182
H -2.6322 6.4558 11.3194
H -3.4753 6.5278 9.9791
C -2.1809 10.5138 18.3778
C -3.0953 11.3132 19.3230
C -2.7357 12.7815 19.4719
O -1.4439 13.0230 20.0090
C -1.2374 12.5845 21.3360
N -4.4819 11.2167 18.7722
H -2.6866 9.6222 18.0098
H -1.2437 10.2545 18.8725
H -2.1132 11.1281 17.4746
H -3.0690 10.7653 20.2697
H -3.4759 13.3705 20.0238
H -2.7031 13.2660 18.4908
H -0.1540 12.4832 21.4503
H -1.6291 11.6131 21.6388
H -1.5143 13.4114 21.9967
H -4.4312 11.6939 17.8718
H -4.5915 10.2460 18.5122
C 0.2436 7.0685 10.7189
C -0.1218 8.5509 10.9884
C 1.1372 9.3591 11.1534
O 0.7653 10.7174 11.2881
C 1.8265 11.5720 11.7194
N -1.0124 8.9959 9.9135
H 0.8594 6.6128 11.5019
H 0.6515 6.8931 9.7236
H -0.5894 6.3666 10.8318
H -0.6822 8.6140 11.9244
H 1.8271 9.3302 10.2941
H 1.7702 8.9200 11.9298
H 2.3817 11.1208 12.5461
H 1.4684 12.5769 11.9065
H 2.6269 11.5601 10.9675
H -1.8060 8.3497 9.9364
H -0.5554 8.7964 9.0238
C -3.1386 14.0443 12.5434
C -3.8991 13.5783 11.3018
C -5.1209 14.4751 11.0363
O -5.8478 14.0062 9.9370
C -7.2567 14.0942 10.1088
N -2.9320 13.6893 10.1903
H -2.5510 14.9448 12.3548
H -2.4599 13.2605 12.8715
H -3.8610 14.2918 13.3223
H -4.2230 12.5505 11.4963
H -4.7006 15.4827 10.8826
H -5.7387 14.6579 11.9210
H -7.6275 13.4105 10.8707
H -7.6873 13.7601 9.1616
H -7.6006 15.1304 10.1225
H -3.4854 13.6014 9.3322
H -2.6256 14.6589 10.2003
*
```

The value obtained for the largest force on an atom is 7.9 eV/A. As for the highest occupied orbital energy: -10.7 eV. The molecular weight is 922.16 g/mol. The value obtained for the calculated total energy is -89205.45731 eV.

---

(3)
Entry from OMol25: a 11-piece molecular cluster, C24H66F3O12S10 overall in a non-equilibrium geometry (ωB97M-V/def2-TZVPD).

```
! wB97M-V def2-TZVPD RIJCOSX def2/J DEFGRID3
* xyz -1 1
C -0.9654 -1.1466 1.6186
O -0.2676 -0.5061 0.5397
O -2.3013 -0.9872 1.3249
C -0.5121 -2.5836 2.0628
F 0.3607 -2.4670 3.0519
F -1.5056 -3.4343 2.4746
F 0.0400 -3.2304 1.0627
C 1.0021 -0.8434 0.1987
C 1.8019 0.3140 -0.4839
H 1.2579 0.8158 -1.2841
H 2.0470 1.1979 0.1048
H 2.7616 -0.0380 -0.8623
H 0.9193 -1.7081 -0.4597
H 1.6697 -1.1703 0.9960
H -0.8826 -0.5301 2.5137
C 2.4328 -1.6825 -5.6225
S 3.9524 -2.7098 -5.3032
O 3.9408 -3.9259 -6.1915
C 5.2070 -1.6121 -6.0713
H 2.7119 -0.8949 -6.3225
H 1.9242 -1.1862 -4.7960
H 1.6494 -2.1107 -6.2479
H 4.8393 -1.5872 -7.0971
H 6.2636 -1.8792 -6.0562
H 5.3495 -0.6613 -5.5577
C -3.8619 -1.7772 -4.4866
S -5.5094 -1.1044 -4.3008
O -5.4798 0.2014 -3.4976
C -5.6574 -0.7226 -6.0645
H -3.2230 -1.0458 -4.9815
H -3.9409 -2.7193 -5.0290
H -3.4552 -1.8123 -3.4759
H -5.3888 -1.5347 -6.7400
H -5.0103 0.1498 -6.1554
H -6.6802 -0.3808 -6.2228
C -2.4234 4.1657 -1.3761
S -3.7115 5.1320 -2.2769
O -5.0723 4.8403 -1.6279
C -3.3480 6.7983 -1.6635
H -2.3941 3.1451 -1.7576
H -2.8174 4.1385 -0.3602
H -1.3924 4.5194 -1.3775
H -2.3063 7.1008 -1.7706
H -3.3531 6.6894 -0.5790
H -4.1125 7.4753 -2.0447
C 0.7650 2.2956 6.4904
S -1.0559 2.4265 6.3886
O -1.5396 2.8220 7.7650
C -1.1082 3.8720 5.2882
H 0.9293 1.5842 5.6812
H 1.1594 1.9819 7.4569
H 1.2906 3.2343 6.3152
H -0.1951 4.4652 5.3393
H -1.8920 4.5068 5.7014
H -1.2987 3.6283 4.2430
C 2.9491 -7.9410 3.4454
S 4.6171 -7.2685 3.6646
O 4.9383 -7.2999 5.1634
C 5.5584 -8.6200 2.8791
H 2.4432 -8.4273 2.6113
H 2.3573 -7.0408 3.6110
H 2.8302 -8.6541 4.2612
H 5.2721 -9.6179 3.2112
H 6.6194 -8.5377 3.1148
H 5.5734 -8.4629 1.8005
C -0.5790 3.6690 -6.9730
S -1.4852 4.1634 -8.5034
O -2.9691 4.1932 -8.1789
C -0.8771 5.8707 -8.8214
H -0.9876 4.4042 -6.2797
H 0.4716 3.8588 -7.1929
H -0.8631 2.6817 -6.6090
H -0.7411 6.5424 -7.9738
H -1.5808 6.2739 -9.5498
H 0.0894 5.7332 -9.3061
C -6.2830 -5.4611 -0.8708
S -7.4715 -4.8898 0.4338
O -7.8731 -3.5053 -0.1242
C -8.7577 -6.1137 -0.0012
H -6.0158 -6.4878 -0.6203
H -5.3868 -4.8617 -0.7108
H -6.7117 -5.3679 -1.8686
H -9.6051 -5.9663 0.6683
H -8.3651 -7.1306 -0.0041
H -9.2885 -5.8521 -0.9166
C 6.0199 5.5314 4.9379
S 5.3030 4.4363 3.5686
O 4.9159 5.3699 2.4239
C 6.9233 3.6853 3.1354
H 6.6744 4.9446 5.5824
H 5.1737 6.0470 5.3919
H 6.6077 6.2845 4.4131
H 7.8050 4.3262 3.1447
H 6.7922 3.1430 2.1991
H 7.0479 2.9512 3.9314
C 5.7112 6.4970 -5.5107
S 4.1263 6.3097 -4.6962
O 4.1234 4.8351 -4.3077
C 4.6490 7.0920 -3.0924
H 5.8355 5.9085 -6.4197
H 6.4822 6.2231 -4.7905
H 5.8162 7.5437 -5.7960
H 3.8548 7.1207 -2.3465
H 4.8278 8.1107 -3.4366
H 5.6282 6.8138 -2.7029
C -4.1006 -6.4394 11.7653
S -2.7814 -7.0517 10.6220
O -3.4867 -8.1644 9.8738
C -2.6647 -5.6354 9.4226
H -4.5801 -5.5639 11.3274
H -3.6750 -6.3257 12.7623
H -4.8570 -7.2086 11.9210
H -3.3747 -4.8924 9.7859
H -2.5890 -6.1226 8.4505
H -1.7001 -5.1623 9.6064
*
```

The value obtained for the largest force on an atom is 5.6 eV/A. As for the highest occupied orbital energy: -3.0 eV. The molecular weight is 924.44 g/mol. The value obtained for the calculated total energy is -167019.48547 eV.

---

(4)
Entry from OMol25: C24H66F6N6NaO6P as an isolated structure in a non-equilibrium geometry (ωB97M-V/def2-TZVPD).

```
! wB97M-V def2-TZVPD RIJCOSX def2/J DEFGRID3
* xyz 0 1
Na 14.1407 23.1337 -8.3470
P 16.0082 22.5339 -11.0968
F 16.3234 23.2132 -12.6017
F 17.6839 22.5453 -10.8636
F 15.6717 23.9197 -10.3996
F 15.6364 21.8028 -9.6623
F 14.4011 22.3221 -11.4335
F 16.3141 21.0397 -11.6812
C 23.5502 22.2641 -12.8643
C 23.8438 21.2932 -11.7528
C 22.6401 20.3763 -11.4027
O 21.3931 21.1494 -11.2324
C 21.3158 22.1155 -10.1348
N 25.0018 20.5326 -12.1377
H 22.5735 22.7403 -12.7780
H 23.4145 21.6661 -13.7655
H 24.3502 22.9871 -13.0238
H 24.0011 21.7276 -10.7655
H 22.8628 19.6609 -10.6111
H 22.5800 19.7795 -12.3129
H 20.4660 22.7640 -9.9221
H 22.1587 22.8061 -10.1594
H 21.5130 21.5212 -9.2426
H 24.7963 19.6530 -12.5894
H 25.6231 21.0121 -12.7735
C 15.7660 19.0377 -14.8841
C 17.1863 19.0446 -14.2666
C 18.2356 17.9670 -14.8083
O 17.8244 16.6341 -14.3842
C 18.2613 16.4130 -13.0257
N 17.7940 20.3501 -14.3763
H 15.1810 19.4270 -14.0509
H 15.3742 18.0486 -15.1214
H 15.6702 19.6658 -15.7698
H 17.2121 18.9441 -13.1816
H 19.2298 18.2101 -14.4334
H 18.2589 18.0298 -15.8962
H 18.5633 17.2908 -12.4543
H 19.1953 15.8734 -13.1824
H 17.7352 15.6964 -12.3951
H 18.6646 20.5138 -13.8912
H 17.3120 20.9663 -13.7376
C 19.2687 25.5574 -11.2883
C 19.2494 25.7392 -9.7260
C 20.5406 26.2516 -9.1143
O 21.4538 25.2684 -9.3295
C 22.7997 25.7262 -9.3652
N 18.1040 26.5589 -9.4233
H 18.4265 24.9258 -11.5710
H 20.1668 25.1112 -11.7156
H 19.2821 26.5377 -11.7645
H 19.0934 24.7765 -9.2392
H 20.5602 26.4266 -8.0386
H 20.8013 27.1695 -9.6411
H 23.3703 24.8461 -9.6617
H 23.1027 26.1361 -8.4017
H 23.0346 26.4370 -10.1575
H 18.0239 26.4734 -8.4201
H 17.2560 26.1196 -9.7519
C 13.8550 19.2034 -11.1220
C 12.7191 19.1702 -10.0177
C 13.0976 18.3455 -8.8516
O 11.8970 18.0491 -8.0705
C 12.0484 17.2319 -6.8859
N 12.4070 20.4978 -9.4610
H 14.7322 19.6882 -10.6936
H 13.6211 19.8451 -11.9714
H 14.1583 18.2070 -11.4437
H 11.7968 18.8946 -10.5291
H 13.7229 18.9681 -8.2117
H 13.5556 17.4199 -9.2002
H 12.6302 17.6635 -6.0714
H 12.3873 16.2460 -7.2043
H 11.0294 17.0415 -6.5491
H 12.6072 21.1190 -10.2318
H 12.9828 20.7629 -8.6747
C 18.6976 18.7564 -9.7315
C 17.5220 18.7678 -8.8048
C 17.3751 17.6062 -7.7956
O 16.1336 17.5680 -7.0770
C 15.9734 16.4089 -6.1904
N 17.5068 20.0411 -8.1633
H 19.6723 18.5848 -9.2747
H 18.6710 19.4442 -10.5766
H 18.6993 17.7782 -10.2125
H 16.6739 18.7809 -9.4895
H 18.2283 17.7154 -7.1261
H 17.4979 16.6446 -8.2939
H 16.8928 16.1898 -5.6475
H 15.4563 15.5587 -6.6353
H 15.2101 16.6596 -5.4537
H 17.1626 20.6698 -8.8750
H 18.4760 20.2700 -7.9953
C 10.0774 22.4492 -10.9363
C 10.7477 23.6204 -11.5602
C 11.0921 23.3744 -13.0292
O 11.5932 24.5057 -13.6606
C 13.0749 24.5913 -13.7587
N 9.8718 24.7525 -11.4342
H 10.0730 22.5666 -9.8526
H 10.7788 21.6333 -11.1108
H 9.1621 22.1447 -11.4439
H 11.6522 23.8747 -11.0076
H 10.2110 23.0802 -13.5995
H 11.7529 22.5152 -13.1437
H 13.2010 25.6346 -14.0481
H 13.6628 23.9263 -14.3912
H 13.5280 24.4857 -12.7730
H 10.4712 25.5624 -11.5037
H 9.3809 24.7565 -12.3168
*
```

The value obtained for the largest force on an atom is 4.8 eV/A. As for the highest occupied orbital energy: -8.5 eV. The molecular weight is 702.78 g/mol. The value obtained for the calculated total energy is -77193.69420 eV.

---

> The lowest molecular weight belongs to which entry?

C24H66F6N6NaO6P

---

> Which value of highest occupied orbital energy does entry 4 give?

-8.5 eV

---

> Which of these has the highest largest force on an atom?

C24H66F2N7O10PbS2